An isolated molecule of C24H20N4O4, computed with ωB97M-V/def2-TZVPD.

ORCA input file:
```
! RIJCOSX wB97M-V def2-TZVPD def2/J DEFGRID3
* xyz 0 1
C -6.3775 -0.9222 0.5481
C -4.8707 -0.7231 0.4554
C -4.1082 -1.9607 0.9447
C -2.6250 -1.7614 0.8403
C -1.9608 -0.9459 1.7512
C -0.6037 -0.7158 1.6452
C 0.1352 -1.3016 0.6182
C 1.5651 -1.0377 0.4269
C 2.1395 0.1724 0.8824
C 3.4385 0.4835 0.5630
C 4.0032 1.8067 0.9271
O 5.1022 2.0232 1.3822
N 3.1452 2.8795 0.7081
N 1.9524 2.7155 0.1773
C 1.0652 3.6281 0.1074
C -0.2143 3.2535 -0.4243
C -1.4167 3.9412 -0.4696
C -2.3551 3.0599 -1.0208
C -1.6589 1.8987 -1.2808
N -2.0871 0.6925 -1.8746
O -1.2499 -0.1426 -2.1398
O -3.2833 0.5862 -2.0854
O -0.3716 2.0181 -0.9224
C 4.2201 -0.4772 -0.1371
C 5.5703 -0.3012 -0.4911
C 6.2441 -1.2868 -1.1604
C 5.5997 -2.4821 -1.5149
C 4.2859 -2.6802 -1.1971
C 3.5601 -1.6867 -0.5049
N 2.2657 -1.9225 -0.2424
C -0.5257 -2.1348 -0.2839
C -1.8840 -2.3571 -0.1733
H -6.6882 -1.7666 -0.0630
H -6.6783 -1.1149 1.5765
H -6.9000 -0.0358 0.1966
H -4.5785 0.1407 1.0581
H -4.5940 -0.5127 -0.5797
H -4.4083 -2.8232 0.3471
H -4.3809 -2.1554 1.9857
H -2.5175 -0.4897 2.5585
H -0.1190 -0.0964 2.3863
H 1.5369 0.8569 1.4546
H 3.4773 3.7973 1.0227
H 1.1932 4.6549 0.4587
H -1.5893 4.9455 -0.1415
H -3.3944 3.2292 -1.2130
H 6.0744 0.6097 -0.2076
H 7.2834 -1.1485 -1.4194
H 6.1531 -3.2443 -2.0437
H 3.7656 -3.5870 -1.4622
H 0.0452 -2.5863 -1.0783
H -2.3807 -2.9930 -0.8911
*
```

Output
Highest occupied orbital energy in eV: -8.2
HOMO-LUMO gap in eV: 7.23
Structure (SMILES): CCCc1ccc(-c2cc(C(=O)N/N=C/c3ccc([N+](=O)[O-])o3)c3ccccc3n2)cc1
LUMO energy in eV: -0.96
Relative energy (zero: lowest compared OMol25 entry of this formula, charge and spin) in eV: 5.445

These are the Löwdin partial charges, in e, on atoms 1 to 6:
1. C -0.113
2. C -0.258
3. C -0.169
4. C -0.236
5. C -0.037
6. C -0.028


C45H42As2Cl3N4O11S2V as an isolated structure, computed with ωB97M-V/def2-TZVPD.

ORCA input file:
```
! RIJCOSX wB97M-V def2-TZVPD def2/J DEFGRID3
* xyz 1 2
V 0.9872 -0.4665 0.4260
O 2.4940 -1.3095 -2.2981
S 3.3645 -1.7666 -1.2430
O 4.5441 -0.9902 -0.9452
N 2.4037 -1.8814 0.0681
C 2.8900 -2.4604 1.2462
C 4.1336 -2.9875 1.4996
C 4.4268 -3.5723 2.7515
C 3.5159 -3.6074 3.7630
C 2.2490 -3.0127 3.5644
C 1.2576 -2.9109 4.5628
C 0.0945 -2.2273 4.3125
C -0.0779 -1.6228 3.0587
N 0.8063 -1.7596 2.0908
C 1.9496 -2.4496 2.3115
C 3.8723 -3.4157 -1.6127
C 2.9036 -4.3991 -1.7464
C 3.2938 -5.6887 -2.0665
C 4.6388 -5.9784 -2.2620
C 5.5975 -4.9817 -2.1375
C 5.2169 -3.6890 -1.8094
H 4.9162 -2.9583 0.7584
H 5.4135 -3.9925 2.8965
H 3.7508 -4.0518 4.7215
H 1.4381 -3.3500 5.5366
H -0.6703 -2.1104 5.0671
H -0.9348 -0.9931 2.8518
H 1.8577 -4.1568 -1.5959
H 2.5501 -6.4685 -2.1652
H 4.9383 -6.9872 -2.5158
H 6.6433 -5.2103 -2.2952
H 5.9484 -2.8986 -1.6995
Cl -5.1198 3.0983 -4.5330
C -4.9739 1.8672 -3.3267
C -3.9369 1.9252 -2.4096
C -3.8378 0.9291 -1.4515
C -4.7538 -0.1156 -1.3881
C -4.6101 -1.2077 -0.3492
C -3.8429 -2.4148 -0.9087
N -2.4605 -2.0533 -1.1966
C -1.9054 -1.7299 -2.4151
C -0.6293 -1.3262 -2.1687
N -0.4154 -1.3706 -0.8116
C -1.5297 -1.8197 -0.2585
O -3.8750 -0.7712 0.7733
C -4.6365 0.0025 1.6975
C -5.7069 -0.8059 2.3696
C -5.4642 -1.9020 3.1449
Cl -3.9190 -2.5541 3.5323
S -6.8886 -2.6355 3.7445
C -7.8577 -1.4678 2.9546
C -7.1076 -0.5674 2.2655
C -5.7701 -0.1421 -2.3361
Cl -6.9283 -1.4454 -2.3315
C -5.8993 0.8369 -3.3072
H -3.1959 2.7090 -2.4593
H -3.0234 0.9726 -0.7380
H -5.5952 -1.5589 -0.0331
H -4.3072 -2.7617 -1.8286
H -3.8498 -3.2306 -0.1880
H -2.4670 -1.8177 -3.3303
H 0.1337 -0.9859 -2.8417
H -1.7131 -1.9501 0.7939
H -5.0827 0.8655 1.1928
H -3.9067 0.3727 2.4192
H -8.9324 -1.5099 3.0390
H -7.5300 0.2488 1.6938
H -6.7020 0.7941 -4.0290
C 0.2259 1.3147 -4.9337
O 0.6126 1.3217 -3.5543
C -0.1600 2.0847 -2.7332
O -1.1161 2.7032 -3.1493
C 0.3187 2.0671 -1.3752
C -0.3734 2.6963 -0.2638
As 0.3218 4.4596 0.1912
C 0.9868 5.0353 -1.5560
C 1.9632 3.5800 0.9947
C 2.4810 2.3974 0.6421
As 1.9604 1.3837 -0.9337
C 3.3947 1.6009 -2.2085
C 3.1000 1.4221 1.5892
O 2.5114 0.3442 1.7252
O 4.2352 1.5727 2.2051
C 4.9974 2.7911 2.1168
C 2.2624 4.0765 2.3779
O 2.1531 3.3602 3.3376
O 2.6448 5.3487 2.5271
C 2.8824 6.1825 1.3862
C -0.6959 1.9657 0.8535
O -0.2582 0.7354 1.0127
O -1.3862 2.3762 1.9184
C -2.3832 3.3988 1.7433
H 0.8955 0.6150 -5.4257
H 0.3306 2.3080 -5.3670
H -0.8093 0.9937 -5.0385
H 0.1358 5.0275 -2.2367
H 1.7571 4.3770 -1.9494
H 1.3717 6.0494 -1.4654
H 3.3811 2.6462 -2.5097
H 3.2039 0.9527 -3.0538
H 4.3311 1.3306 -1.7329
H 6.0360 2.4907 2.2008
H 4.7284 3.4376 2.9481
H 4.8313 3.2819 1.1599
H 3.6495 6.8917 1.6824
H 1.9733 6.7236 1.1301
H 3.2338 5.6091 0.5283
H -3.1241 3.2197 2.5174
H -2.8228 3.3164 0.7495
H -1.9547 4.3878 1.8736
*
```

Output
Highest occupied orbital energy (alpha / beta) in eV: -9.7 / -9.6
HOMO-LUMO gap (alpha / beta) in eV: 5.85 / 5.69
LUMO energy (alpha / beta) in eV: -3.88 / -3.89
Relative energy (zero: lowest compared OMol25 entry of this formula, charge and spin) in eV: 0.241

These are the Löwdin partial charges, in e, on atoms 1 to 6:
1. V 0.890
2. O -0.333
3. S 0.601
4. O -0.296
5. N -0.216
6. C -0.250


C19H41BN6Si4Sn as an isolated structure, computed with ωB97M-V/def2-TZVPD.

ORCA input file:
```
! RIJCOSX wB97M-V def2-TZVPD def2/J DEFGRID3
* xyz 0 1
H 0.7315 3.7908 -1.2489
N 0.2115 2.2443 -2.5568
B -0.0908 0.5761 -4.4526
N 0.2696 2.0333 -3.9161
C 0.8831 3.1289 -4.4661
Sn -0.8283 0.9726 -1.3168
H 1.0679 3.1833 -5.5348
C 1.1685 4.0520 -3.4268
H 1.6286 5.0124 -3.4941
C 0.7211 3.4502 -2.2498
H 0.1757 0.4795 -5.6206
C 0.2703 -0.7490 1.5748
H -0.3627 0.0606 1.9984
H 1.3071 -0.5999 1.1086
H -0.3186 -1.5288 0.9285
N -1.6171 0.1437 -4.2253
N 0.7338 -0.4269 -3.5930
N -2.1315 0.0306 -2.9585
N 0.6188 -0.5566 -2.2334
C -2.5756 -0.3147 -5.0495
C 1.6728 -1.2850 -4.0274
H -2.3646 -0.2718 -6.1055
H 1.8980 -1.3571 -5.0749
C -3.6037 -0.7594 -4.3199
C 2.1875 -1.9902 -2.9471
C -3.3438 -0.5127 -3.0094
C 1.5012 -1.5047 -1.8190
H -4.5739 -1.1495 -4.6798
H 2.9933 -2.7005 -2.9426
H -3.9257 -0.6619 -2.0991
H 1.6396 -1.7744 -0.7770
H 0.9793 -0.9626 2.6072
C 2.3597 3.2921 2.1523
Si 1.3709 2.3758 3.4680
C 1.6334 3.0505 5.2468
C -0.4779 2.5003 3.0561
Si 1.9036 0.0267 3.3846
Si 4.1008 -0.1341 2.5043
C 5.3529 0.7904 3.6106
C 4.4513 -2.0198 2.3806
C 3.9874 0.5552 0.7791
Si 1.4704 -0.7829 5.5662
C 2.5982 -0.2803 7.0391
C -0.2938 -0.1889 6.0460
C 1.4185 -2.6765 5.5037
H 2.2219 4.3822 2.2118
H 2.0619 2.9753 1.1472
H 3.4294 3.1053 2.2359
H 1.4799 4.1477 5.2814
H 0.9458 2.5918 5.9784
H 2.6642 2.8470 5.5778
H -0.6462 2.2233 2.0049
H -1.0914 1.8556 3.7001
H -0.8180 3.5429 3.1922
H 5.3675 0.3776 4.6359
H 6.3805 0.7109 3.1936
H 5.1051 1.8655 3.6834
H 3.9091 -2.4144 1.4999
H 5.5331 -2.2063 2.2487
H 4.0995 -2.5566 3.2755
H 3.1158 0.1591 0.2599
H 3.9173 1.6263 0.7575
H 4.8718 0.2701 0.1979
H 2.5726 0.8069 7.2364
H 2.2786 -0.7779 7.9742
H 3.6518 -0.5690 6.8714
H -0.9948 -0.3291 5.2089
H -0.6786 -0.7806 6.8901
H -0.3395 0.8675 6.3452
H 0.9972 -3.0105 4.5461
H 2.4034 -3.1512 5.6128
H 0.7822 -3.0839 6.2997
*
```

Output
Highest occupied orbital energy (alpha / beta) in eV: -5.7 / -3.9
HOMO-LUMO gap (alpha / beta) in eV: 6.27 / 3.94
LUMO energy (alpha / beta) in eV: 0.61 / 0.07

These are the Löwdin partial charges, in e, on atoms 1 to 6:
1. H 0.096
2. N -0.239
3. B -0.458
4. N -0.009
5. C -0.049
6. Sn 0.977


An isolated molecule of C6H9N, computed with ωB97M-V/def2-TZVPD.

ORCA input file:
```
! RIJCOSX wB97M-V def2-TZVPD def2/J DEFGRID3
* xyz 0 1
C 0.4541 1.5435 -0.4831
C 1.7835 -0.1840 0.8691
C 1.4571 0.4212 -0.4897
C 1.0424 -0.9165 -0.2209
C -1.4905 0.3607 0.3781
C -2.7194 -0.4380 -0.0789
N -0.7226 1.0985 -0.1583
H 0.9523 2.4411 -0.4627
H 2.7431 -0.5437 1.0786
H 1.3613 0.3046 1.7174
H 2.2490 0.7490 -1.2228
H 1.7608 -1.6334 -0.5320
H 0.1082 -1.2566 0.0119
H -3.6132 0.2086 -0.2160
H -2.9351 -1.1108 0.7671
H -2.4308 -1.0443 -0.9578
*
```

Output
Highest occupied orbital energy in eV: -7.0
HOMO-LUMO gap in eV: 7.92
LUMO energy in eV: 0.90
Relative energy (zero: lowest compared OMol25 entry of this formula, charge and spin) in eV: 4.735

These are the Löwdin partial charges, in e, on atoms 1 to 6:
1. C -0.095
2. C -0.088
3. C -0.297
4. C -0.129
5. C -0.101
6. C -0.080